Record 1
ORCA calculation (ωB97M-V/def2-TZVPD) on a structure of composition C14H32O14V2 in a non-equilibrium geometry.

Properties
LUMO in Eh: 0.2176
Net charge: -3
Expectation value of S²: 0.76
Multiplicity: 2
Max |F| in eV Å⁻¹: 11.83

```
62
Properties=species:S:1:pos:R:3:forces:R:3
O -14.038420 5.992380 7.129170 0.2 -2.0 -1.8
V -14.313370 7.088510 8.244750 -1.9 2.6 1.8
O -12.917080 7.706730 8.782370 0.6 0.0 0.1
O -14.634160 11.254800 9.181440 -0.1 0.7 0.1
V -14.886310 10.346440 10.484130 -3.2 -2.9 0.4
O -13.488950 9.693410 10.848300 0.2 0.6 0.7
C -16.739970 8.031370 9.014130 -4.5 -0.9 4.4
O -15.658430 8.392250 9.504350 8.2 3.8 2.1
O -17.696350 8.035800 9.800370 -2.2 0.3 -0.9
O -16.632530 7.434260 7.956090 0.8 -2.6 -5.7
C -17.084350 10.270460 12.117760 -4.5 -7.1 -4.2
O -18.132120 9.581670 12.179010 -5.8 1.9 4.3
O -16.974680 10.850860 11.030930 1.9 8.6 -5.3
O -16.152870 9.492850 12.229870 10.7 -2.2 4.5
C -15.482100 13.613730 5.363230 0.5 -0.9 0.6
C -15.773920 12.126160 5.692950 -1.2 1.4 0.7
C -16.908150 12.006850 6.744480 0.7 0.1 0.8
O -16.228050 11.467320 4.537110 0.2 -0.2 -1.2
H -15.200100 14.043150 6.324570 -0.5 0.4 0.1
H -16.322620 14.113210 4.881420 0.0 0.0 0.2
H -14.566680 13.768800 4.792210 -0.1 -0.3 -0.5
H -14.839740 11.701380 6.060350 -0.1 -0.3 0.2
H -16.667600 12.433330 7.718310 0.6 -0.1 0.1
H -17.098450 10.956250 6.963860 -0.1 -0.1 0.0
H -17.849980 12.509360 6.524190 0.0 0.0 -0.9
H -16.617710 10.636610 4.819390 0.0 -0.2 0.1
C -11.642450 12.862690 10.011010 -0.7 0.0 -0.1
C -11.344410 12.631660 8.519990 -0.2 1.0 1.7
C -11.851110 13.774520 7.604150 -0.1 -0.5 0.4
O -9.935010 12.533880 8.468910 1.2 -0.6 -1.1
H -12.703700 13.077750 10.135860 0.0 -0.3 0.3
H -11.067600 13.649960 10.498700 0.2 0.8 -0.5
H -11.324480 11.996320 10.591020 -0.6 -0.4 -0.2
H -11.767290 11.641710 8.348910 0.1 0.1 -0.7
H -12.929720 13.758590 7.447820 0.0 -0.3 0.0
H -11.348230 13.763550 6.637150 0.0 -0.2 0.0
H -11.652530 14.740030 8.069380 0.3 0.1 0.2
H -9.539400 13.344450 8.797650 -0.3 0.1 0.1
C -13.054720 13.503000 13.598130 -0.3 -0.5 0.0
C -14.017230 12.328940 13.453960 -0.5 0.3 0.1
C -15.298790 12.379360 14.299370 1.2 0.0 0.8
O -14.432630 12.245400 12.102760 0.7 -0.4 -0.4
H -12.216650 13.371890 12.913630 0.0 0.0 0.0
H -12.684070 13.496830 14.623160 0.0 0.5 0.1
H -13.586390 14.415130 13.327130 0.1 0.3 0.3
H -13.468590 11.437330 13.757470 -0.1 -0.3 -0.6
H -16.065450 13.056120 13.922110 -0.1 -0.4 -0.5
H -15.059690 12.777060 15.285660 0.1 -0.1 0.4
H -15.581580 11.332930 14.413930 -0.8 0.2 -0.2
H -14.805910 13.110890 11.920580 -0.4 -0.1 -0.5
C -11.922570 7.276580 12.663870 1.6 1.9 -1.6
C -12.694490 6.123010 13.118860 0.5 -0.5 -0.6
C -12.222930 4.823700 12.474750 -0.5 -0.3 -0.7
O -12.470850 5.990820 14.495510 -0.6 -0.6 2.1
H -12.138050 7.582320 11.640060 -0.6 0.3 0.0
H -10.845730 7.128440 12.582840 0.5 -0.8 0.3
H -11.960100 8.139140 13.329210 -0.8 0.1 -0.1
H -13.737190 6.363520 12.911390 -0.2 -0.4 0.3
H -12.674320 3.961980 12.966470 0.0 0.0 0.2
H -11.137450 4.738860 12.526110 0.1 0.1 0.2
H -12.489540 4.730440 11.421980 -0.1 0.3 -0.1
H -11.621600 6.371140 14.731570 0.0 0.1 -0.3
```
Forces are in eV/Å.

---

Record 2
ORCA calculation (ωB97M-V/def2-TZVPD) on a cluster of 3 separate species, C14H32O4 in total in a non-equilibrium geometry.

Properties
LUMO in Eh: 0.0053
Net charge: 0
SMILES: COC(=O)OO.CCCCCC.CCCCCC
Max |F| in eV Å⁻¹: 5.48

```
50
Properties=species:S:1:pos:R:3:forces:R:3
C 0.855557 -4.375861 -0.734975 1.5 -1.0 0.6
O 0.041935 -3.479780 -1.544858 -2.7 -0.2 1.5
C -1.127771 -3.072553 -0.865195 0.1 2.4 3.5
O -1.141273 -2.204904 0.040379 0.3 -3.9 -3.8
O -2.378313 -3.636335 -1.264810 2.2 2.1 -2.6
O -2.792224 -4.614453 -0.401632 -1.3 -1.8 1.9
H 1.918760 -3.935372 -0.685944 -1.7 -0.6 -0.1
H 0.935840 -5.415033 -1.218869 -0.4 1.7 0.5
H 0.475629 -4.526327 0.331634 0.3 0.5 -1.5
H -3.782104 -4.559728 -0.446647 1.2 0.3 0.0
C -3.671363 -0.316334 0.624414 -0.2 0.0 0.1
C -3.992197 1.163423 0.462319 0.0 0.0 -0.1
C -2.759200 2.010722 0.142603 -0.1 0.1 0.0
C -1.678866 2.014857 1.227833 0.0 -0.1 0.0
C -2.147730 2.489200 2.604896 0.1 0.1 -0.1
C -2.629503 3.933563 2.604110 -0.1 0.0 0.2
H -2.980829 -0.491982 1.452058 0.0 0.0 -0.1
H -4.585965 -0.880243 0.833879 0.1 0.0 0.0
H -3.225375 -0.720112 -0.287622 0.0 0.0 0.1
H -4.488159 1.534348 1.365360 0.0 0.0 0.0
H -4.714899 1.277975 -0.351866 0.0 0.1 0.0
H -3.081071 3.038051 -0.059215 0.0 0.0 0.0
H -2.312471 1.649398 -0.791729 0.0 0.0 0.1
H -0.852724 2.653969 0.893122 0.0 0.0 0.0
H -1.256422 1.010698 1.326757 0.0 0.0 0.0
H -1.311918 2.399388 3.306990 -0.1 0.0 0.0
H -2.937743 1.836341 2.987863 0.0 0.0 0.0
H -1.833220 4.607674 2.276667 -0.1 0.0 0.0
H -2.932127 4.231453 3.611406 0.0 0.1 -0.1
H -3.490581 4.072552 1.946294 0.1 0.0 0.0
C 4.764810 1.207318 -2.484808 -0.1 0.2 -0.1
C 4.161467 1.376289 -1.097268 0.1 -0.1 0.0
C 4.152168 0.078494 -0.287064 0.0 0.0 0.1
C 3.311659 -1.052342 -0.886685 0.0 0.0 -0.2
C 1.837598 -0.710978 -1.116704 0.1 -0.1 0.1
C 1.094619 -0.386408 0.171590 0.0 0.3 -0.1
H 4.196002 0.496784 -3.089047 0.1 0.0 0.0
H 4.765215 2.163882 -3.016152 0.1 -0.1 0.0
H 5.797968 0.855116 -2.419636 -0.1 0.0 0.0
H 3.148132 1.781602 -1.183142 0.0 -0.1 0.0
H 4.744237 2.124272 -0.550592 -0.1 0.0 0.0
H 3.800971 0.299428 0.726384 0.0 0.0 -0.1
H 5.183607 -0.277081 -0.174221 0.0 0.0 0.0
H 3.376355 -1.922874 -0.222056 0.0 0.1 0.0
H 3.751880 -1.370476 -1.837298 0.0 0.0 0.0
H 1.352662 -1.567768 -1.593580 0.1 0.1 0.0
H 1.741135 0.122556 -1.819150 0.1 0.0 0.0
H 1.132778 -1.230441 0.864774 0.0 0.1 0.0
H 0.046539 -0.171796 -0.041652 0.1 0.0 0.1
H 1.516523 0.489829 0.671087 0.0 0.0 0.0
```
Forces are in eV/Å.

---

Record 3
ORCA calculation (ωB97M-V/def2-TZVPD) on a structure of composition C14H33AsCuN2O2S3 in a non-equilibrium geometry.

Properties
LUMO in Eh: -0.0694
Relative energy (zero: lowest compared OMol25 entry of this formula, charge and spin) in kcal per mole: 18.5
Net charge: +1
Max |F| in eV Å⁻¹: 2.16

```
56
Properties=species:S:1:pos:R:3:forces:R:3
Cu -0.600061 -0.647189 1.609208 0.5 0.4 0.1
C 3.243875 -0.682714 1.722919 -0.6 -0.2 0.1
C 2.404380 -1.919266 2.106577 0.8 -0.6 -0.1
S 0.776230 -1.785044 2.852051 0.3 0.0 0.8
C 1.167542 -0.734769 4.319672 0.0 0.0 -0.4
C 0.155061 0.354163 4.613121 0.2 0.8 0.6
S -0.368391 1.376166 3.259005 -0.4 -0.1 -0.9
C 1.076379 2.380324 2.995435 0.1 1.0 -0.9
C 2.406986 1.818492 2.501497 0.2 -0.4 -0.8
S 2.494172 0.754342 0.972438 -1.0 0.6 0.2
H 4.011435 -1.062098 1.057798 0.3 0.1 0.0
H 3.706241 -0.250926 2.603290 0.5 -0.5 0.1
H 3.088302 -2.456909 2.791474 -0.6 -0.1 -0.1
H 2.233236 -2.614861 1.265519 0.1 0.5 0.2
H 2.141856 -0.314437 4.104631 0.0 0.0 0.1
H 1.259821 -1.349746 5.203136 0.0 -0.4 0.1
H 0.557043 1.073974 5.378414 -0.3 -0.9 -0.4
H -0.786471 -0.052018 4.966460 0.0 -0.2 0.4
H 1.305981 2.802870 3.970065 0.0 0.5 0.1
H 0.742324 3.209121 2.307841 0.3 -0.8 0.8
H 2.876024 1.191527 3.263183 0.0 0.6 0.0
H 3.036408 2.686302 2.270125 0.0 -0.2 0.3
C -4.065660 1.771078 -0.069129 0.2 1.2 0.4
As -3.702426 -0.048917 0.225408 -1.4 -0.2 -1.2
C -4.021680 -0.930174 -1.458679 1.3 -0.7 0.3
C -4.991869 -0.420880 1.557916 0.1 0.4 0.5
O -2.194997 -0.392414 0.699592 0.8 -0.2 0.3
H -4.928854 1.948583 -0.700446 -0.2 -0.2 -0.1
H -3.213883 2.253545 -0.519188 0.4 0.1 -0.3
H -4.227743 2.253705 0.906178 0.0 -0.2 -0.3
H -4.984385 -0.746056 -1.869406 -0.8 0.4 -0.3
H -3.884251 -2.015468 -1.363747 -0.1 0.3 0.2
H -3.212157 -0.580272 -2.113964 -0.3 0.1 0.1
H -5.984778 -0.154295 1.168092 0.3 -0.4 0.3
H -4.712779 0.254640 2.386451 -0.3 -0.3 -0.3
H -4.858651 -1.435619 1.897691 -0.5 -0.4 0.1
C 1.564739 -2.142445 -1.703230 -0.5 0.0 0.4
N 1.577436 -1.098847 -2.683366 0.5 0.7 -1.2
C 2.820395 -1.038172 -3.523166 -1.3 0.6 1.4
C 0.690990 -0.034591 -2.592797 0.2 -1.3 -0.1
O 0.005251 0.142973 -1.594454 -0.1 0.4 0.1
N 0.585724 0.712547 -3.741363 0.1 0.2 0.3
C 0.559792 0.058393 -5.035573 0.5 -2.0 0.5
C -0.210753 1.915447 -3.651009 0.9 0.5 -0.1
H 1.827241 -3.084330 -2.189863 0.0 0.0 0.2
H 0.570045 -2.218146 -1.230064 0.4 0.0 -0.3
H 2.283670 -1.921215 -0.912552 0.2 -0.2 0.2
H 3.605572 -1.403255 -2.863785 0.3 0.0 -0.3
H 2.999280 0.010671 -3.782038 0.1 -0.3 0.0
H 2.728377 -1.643292 -4.411047 0.1 -0.3 -0.3
H 0.546197 -1.063073 -4.870762 0.0 1.2 -0.3
H 1.431059 0.262253 -5.667144 -0.2 0.3 0.0
H -0.365629 0.290751 -5.526230 -0.4 0.3 -0.5
H 0.102021 2.515879 -2.798240 0.1 0.0 0.0
H -1.262788 1.731070 -3.535155 -0.7 -0.2 -0.1
H -0.002875 2.472622 -4.568792 -0.3 0.1 0.2
```
Forces are in eV/Å.

---

| no. | DFT total energy (a.u.) |
| --- | --- |
| 1 | -3493.8249 |
| 2 | -853.4306 |
| 3 | -5883.8297 |